Entry 1:
{
  "formula": "C24H30CrN4O2P2S4",
  "method": "the ωB97M-V functional and the def2-TZVPD basis",
  "orbital_gap_ha": [0.2451, 0.2481],
  "spin_multiplicity": 5,
  "symbols": ["Cr", "C", "C", "C", "C", "C", "C", "P", "C", "C", "C", "C", "C", "C", "C", "C", "C", "C", "C", "C", "H", "H", "H", "H", "H", "H", "H", "H", "H", "H", "H", "H", "H", "H", "S", "C", "S", "S", "N", "C", "P", "O", "O", "C", "N", "H", "H", "H", "H", "H", "H", "H", "H", "H", "H", "S", "C", "N", "C", "C", "N", "H", "H", "H", "H", "H", "H"],
  "coordinates": [[-0.49793, 0.44791, 1.80847], [6.35029, -0.08549, 0.37279], [5.78467, -0.14609, -0.89518], [4.40719, -0.19963, -1.03716], [3.58424, -0.19521, 0.08891], [4.15783, -0.14359, 1.35872], [5.53807, -0.08417, 1.49653], [1.76647, -0.21689, 0.02476], [1.38205, -1.19167, -1.48209], [0.28004, -0.85802, -2.27001], [-0.16979, -1.71847, -3.26300], [0.47373, -2.92716, -3.48653], [1.57377, -3.27156, -2.70952], [2.01994, -2.41489, -1.71334], [1.22365, 1.47254, -0.37957], [1.85125, 2.24824, -1.35484], [1.41370, 3.53985, -1.59174], [0.36625, 4.04614, -0.82801], [-0.24205, 3.25835, 0.14061], [0.14509, 1.93349, 0.40052], [7.42675, -0.04472, 0.48167], [6.41795, -0.15129, -1.77338], [3.97098, -0.25625, -2.02784], [3.52457, -0.15334, 2.24017], [5.97283, -0.04546, 2.48684], [-0.23672, 0.07672, -2.09040], [-1.03522, -1.44635, -3.85332], [0.12258, -3.59710, -4.26061], [2.08943, -4.20806, -2.88306], [2.88018, -2.69264, -1.11279], [2.68833, 1.85134, -1.91890], [1.89489, 4.15351, -2.34286], [0.03969, 5.07000, -0.97842], [-1.02571, 3.71947, 0.73842], [2.10760, -1.79232, 4.25937], [0.90667, -0.73726, 3.85903], [1.08147, 0.95779, 3.56851], [-0.75251, -1.28907, 3.52772], [0.01756, -2.91539, 1.06452], [-1.15480, -3.20939, 0.19181], [-2.43657, -1.88227, 0.21215], [-3.30548, -1.97878, -0.98358], [-1.69062, -0.56837, 0.43298], [-3.42424, -2.24783, 1.70331], [-4.34301, -1.11918, 1.93182], [0.69460, -3.67563, 1.06888], [-0.25445, -2.66773, 2.06283], [0.51375, -2.06052, 0.75239], [-1.59741, -4.15166, 0.51562], [-0.81098, -3.31921, -0.83776], [-2.78475, -2.36158, 2.57811], [-3.95001, -3.19262, 1.52848], [-3.48734, 0.46849, 2.34005], [-4.94975, -1.31699, 2.71986], [-4.93675, -0.99543, 1.11656], [-3.00074, 1.75313, 2.66549], [-3.31841, 2.35902, 1.07969], [-3.62181, 3.63425, 0.83545], [-3.88974, 3.83348, -0.59282], [-3.30176, 2.54742, -1.19763], [-3.22178, 1.66259, -0.03164], [-3.96274, 4.23945, 1.56236], [-3.39897, 4.72944, -0.96458], [-4.96503, 3.91208, -0.76341], [-2.29371, 2.71251, -1.58165], [-3.92655, 2.11643, -1.97508], [-2.68072, 0.78563, -0.03475]],
  "forces_ev_per_a": [[0.2, 0.1, 0.2], [0.0, 0.0, 0.0], [0.0, 0.0, 0.0], [0.0, 0.0, 0.0], [0.0, 0.0, 0.0], [0.0, 0.0, 0.0], [0.0, 0.0, 0.0], [-0.1, -0.1, -0.2], [0.0, 0.0, 0.0], [0.0, 0.0, 0.0], [0.0, 0.0, 0.0], [0.0, 0.0, 0.0], [0.0, 0.0, 0.0], [0.0, 0.0, 0.0], [0.0, 0.0, 0.0], [0.0, 0.0, 0.0], [0.0, 0.0, 0.0], [0.0, 0.0, 0.0], [0.0, 0.0, 0.0], [0.0, -0.1, 0.1], [0.0, 0.0, 0.0], [0.0, 0.0, 0.0], [0.0, 0.0, 0.0], [0.0, 0.0, 0.0], [0.0, 0.0, 0.0], [0.0, 0.0, 0.0], [0.0, 0.0, 0.0], [0.0, 0.0, 0.0], [0.0, 0.0, 0.0], [0.0, 0.0, 0.0], [0.0, 0.0, 0.0], [0.0, 0.0, 0.0], [0.0, 0.0, 0.0], [0.0, 0.0, 0.0], [0.1, -0.1, 0.0], [-0.2, 0.1, -0.1], [0.1, 0.0, -0.1], [0.0, 0.0, 0.1], [0.0, -0.1, -0.1], [0.0, 0.0, 0.0], [-0.1, -0.1, 0.0], [0.0, 0.0, 0.0], [0.1, 0.2, 0.0], [-0.1, 0.1, 0.0], [0.1, 0.1, 0.0], [0.0, 0.0, 0.0], [0.0, 0.0, 0.0], [0.0, 0.0, 0.0], [0.0, 0.0, 0.0], [0.0, 0.0, 0.0], [0.0, 0.0, 0.0], [0.0, 0.0, 0.0], [0.1, 0.1, 0.1], [0.0, 0.0, 0.0], [0.0, 0.0, 0.0], [-0.3, -0.2, -0.1], [0.1, 0.0, -0.1], [-0.1, 0.0, 0.1], [0.0, 0.0, 0.0], [0.0, 0.0, 0.0], [-0.1, 0.1, 0.0], [0.0, 0.0, 0.0], [0.0, 0.0, 0.0], [0.0, 0.0, 0.0], [0.0, 0.0, 0.0], [0.0, 0.0, 0.0], [0.0, -0.2, 0.0]],
  "mulliken_charge": [0.4940, -0.4800, -0.7969, -0.2420, 0.4979, -0.2930, -0.6763, 1.3127, -0.0159, -0.6355, -0.4617, -0.5704, -0.6964, -0.4603, 0.5025, -0.1741, -0.8079, -0.6288, -0.3106, -0.3576, 0.3816, 0.3942, 0.3662, -0.0424, 0.4509, 0.3167, 0.3781, 0.3813, 0.3938, 0.4745, 0.3176, 0.4233, 0.3996, 0.5758, -0.3192, 0.2816, -0.4925, -0.8165, 0.5378, -0.6372, 0.8968, -0.9036, -0.0388, -0.5460, -0.5531, 0.4745, -0.0331, -0.8606, 0.5865, 0.1214, 0.2846, 0.4111, 0.2621, 0.2526, 0.2351, -0.3080, 0.1696, -0.0523, -0.5632, -0.3173, 0.4082, 0.2381, 0.3352, 0.3312, 0.1143, 0.4721, -0.3828]
}

=====

Entry 2:
{
  "formula": "C24H30F3IO12SSi",
  "method": "the ωB97M-V functional and the def2-TZVPD basis",
  "orbital_gap_ha": 0.2849,
  "symbols": ["C", "C", "I", "C", "C", "C", "C", "O", "C", "F", "F", "F", "C", "O", "S", "O", "O", "C", "Si", "C", "C", "C", "H", "H", "H", "H", "H", "H", "H", "H", "H", "H", "H", "H", "H", "H", "H", "H", "H", "H", "H", "H", "H", "H", "C", "C", "C", "O", "C", "C", "C", "O", "O", "O", "H", "H", "H", "H", "C", "C", "C", "O", "C", "C", "C", "O", "O", "O", "H", "H", "H", "H"],
  "coordinates": [[3.28320, -2.99589, 1.29490], [2.49000, -1.94135, 0.34442], [3.68113, -1.64944, -1.43161], [0.96167, -2.35783, 0.15899], [0.51692, -2.97124, -1.22460], [1.34618, -4.36346, -1.39275], [0.67638, -5.60032, -0.59366], [1.07629, -5.64447, 0.80287], [0.26277, -6.48302, 1.55610], [-0.91130, -5.82460, 1.98418], [-0.00182, -7.71257, 0.96791], [0.96914, -6.75722, 2.74484], [1.69520, -4.73748, -2.91182], [0.86600, -4.11906, -3.91560], [-0.69632, -4.70410, -3.53865], [-1.30223, -4.99076, -4.87948], [-1.42939, -3.38353, -2.87415], [-1.05368, -3.13902, -1.46682], [-2.08829, -1.50398, -1.16186], [-2.53778, -1.57065, 0.72482], [-3.74125, -1.71249, -2.10593], [-1.10229, 0.06094, -1.62561], [3.77174, -3.82371, 0.67133], [4.07654, -2.43115, 1.87738], [2.57304, -3.44295, 2.07679], [2.54765, -0.96376, 0.93305], [0.75204, -3.15521, 0.96095], [0.37257, -1.44925, 0.52314], [0.87238, -2.32517, -2.10682], [2.38268, -4.29896, -0.89939], [1.15792, -6.52677, -1.07786], [-0.43216, -5.71431, -0.78393], [2.78172, -4.44754, -3.12997], [1.65320, -5.86958, -3.05907], [-1.55840, -3.88853, -0.75479], [-3.40559, -0.89102, 0.98865], [-1.62059, -1.40505, 1.38888], [-2.85842, -2.65415, 0.92174], [-4.52365, -1.05794, -1.59713], [-3.61914, -1.45503, -3.20380], [-4.05542, -2.80836, -2.00440], [-0.58531, -0.03145, -2.64208], [-0.39161, 0.37746, -0.79721], [-1.86402, 0.91303, -1.72916], [2.76956, 2.38900, -0.87977], [3.23586, 3.63919, -0.93612], [2.85150, 4.65964, 0.08166], [3.31139, 5.78421, 0.00836], [1.91860, 4.25785, 1.13887], [1.45049, 3.00932, 1.19246], [1.85681, 1.98288, 0.19037], [1.42144, 0.84540, 0.28258], [0.58341, 2.62145, 2.16363], [4.07977, 4.03337, -1.92120], [3.04214, 1.63866, -1.61026], [1.63321, 5.01125, 1.86127], [0.39752, 1.68032, 1.98504], [4.27044, 4.97339, -1.73884], [-1.43227, 6.04553, 1.40220], [-1.05617, 6.61690, 2.54815], [-2.02025, 7.38264, 3.38922], [-1.64359, 7.87363, 4.43790], [-3.39776, 7.51624, 2.90695], [-3.77327, 6.94764, 1.75903], [-2.81569, 6.15899, 0.93202], [-3.19969, 5.63944, -0.10038], [-5.04359, 7.06334, 1.29652], [0.22190, 6.52406, 2.99808], [-0.74311, 5.48557, 0.78423], [-4.08297, 8.08885, 3.51711], [-5.06015, 6.56615, 0.45654], [0.23675, 7.01606, 3.84155]],
  "forces_ev_per_a": [[-0.1, 0.2, -0.2], [0.1, -0.8, 2.3], [-0.3, 0.2, 0.3], [-0.5, 0.1, 0.9], [0.9, -0.5, -1.2], [0.1, -0.5, 1.0], [0.9, -0.9, -2.7], [-2.1, -1.1, 0.5], [1.3, 0.3, 1.9], [1.9, -1.7, -1.4], [-0.1, 2.6, 0.9], [-1.4, 0.5, -2.3], [1.3, -0.8, 0.5], [-1.3, -0.4, 1.3], [-0.6, -0.6, -3.1], [1.0, 1.3, 3.2], [1.2, -0.7, -0.3], [0.0, 0.7, 1.3], [-0.2, -0.1, 0.7], [0.3, -0.7, 0.2], [-0.1, -0.2, 0.1], [-0.4, 0.9, -0.3], [-0.7, 1.1, 1.1], [-0.7, -0.8, -0.9], [0.9, 0.5, -1.3], [-0.3, -1.3, -1.3], [0.3, 1.1, -1.1], [0.6, -1.2, -1.1], [-0.5, -0.6, 1.4], [-1.6, 0.3, -0.6], [-0.8, 1.2, 0.7], [1.2, 0.4, 0.7], [-1.7, -0.1, 0.2], [0.0, 1.3, 0.3], [0.9, 0.6, -1.2], [1.2, -0.7, -0.2], [-1.4, 0.0, -0.8], [0.3, 1.5, -0.2], [0.9, -0.8, -0.8], [-0.4, -0.3, 1.3], [0.3, 1.5, -0.2], [-0.5, 0.1, 1.5], [-0.7, -0.6, -1.3], [1.0, -1.1, 0.1], [-0.3, -0.4, 0.2], [0.7, -0.2, -1.1], [-0.3, 0.4, 0.6], [0.1, -0.3, -0.3], [0.2, 0.3, -0.1], [-0.7, 0.2, 1.0], [0.4, -0.2, -0.7], [-0.1, 0.4, 0.4], [0.6, -0.2, -1.0], [-0.7, 0.2, 1.0], [0.0, 0.0, 0.0], [0.0, 0.0, 0.0], [0.0, 0.1, 0.1], [0.0, -0.1, -0.1], [-0.2, -0.1, -0.2], [1.1, -0.4, -0.2], [-0.6, 0.4, 0.3], [0.3, -0.2, -0.2], [0.3, 0.1, 0.3], [-1.2, 0.4, 0.1], [0.6, -0.4, -0.3], [-0.2, 0.2, 0.2], [1.1, -0.4, -0.1], [-1.1, 0.4, 0.1], [0.0, 0.0, 0.0], [0.0, 0.0, 0.0], [-0.1, 0.0, 0.1], [0.1, 0.0, 0.0]],
  "mulliken_charge": [-0.9254, -0.6165, 0.0086, 0.2112, 0.1371, 1.0818, -0.8971, -0.2397, 0.8997, -0.2507, -0.2298, -0.2706, -0.7475, -0.3674, 0.5448, -0.5737, -0.4664, 0.3110, 0.3172, -0.9574, -1.0247, -0.2266, 0.2758, 0.3776, 0.2324, 0.4358, 0.1494, -0.5067, 0.3019, -0.3873, 0.2853, 0.3570, 0.2914, 0.3835, 0.0314, 0.3681, 0.2684, 0.2563, 0.3168, 0.2759, 0.2712, 0.3188, -0.4139, 0.3991, -0.8987, 0.3083, 0.8714, -0.6146, -0.8730, 0.2355, 0.8280, -0.3680, -0.6381, -0.5782, 0.4189, 0.6691, 0.2973, 0.3399, -0.6781, 0.2933, 0.7635, -0.6119, -0.9540, 0.3392, 0.8698, -0.6187, -0.5610, -0.5057, 0.5399, 0.4188, 0.3513, 0.3498]
}